ORCA calculation (ωB97M-V/def2-TZVPD) on a 11-piece molecular cluster, H23O11 overall.

Each line ends with the Löwdin charge.
Cartesian coordinates (Å):
O -1.756 -3.066 0.027  0.141
O 2.383 0.516 -1.308  -0.064
O -1.970 -2.413 2.386  -0.047
O -2.956 -1.569 -1.905  -0.040
O -1.714 -0.670 0.383  -0.103
O 1.186 3.327 -2.085  -0.030
O -1.436 3.962 0.353  -0.046
O 3.753 0.745 1.013  -0.051
O 0.497 -1.782 2.991  -0.034
O -0.033 1.074 -0.585  -0.077
O 0.950 -1.654 -0.897  -0.039
H 1.115 3.316 -3.038  0.056
H -0.302 1.933 -0.247  0.040
H -3.518 -2.058 -2.519  0.081
H -0.795 -3.132 0.091  0.122
H 2.599 1.163 -1.991  0.066
H -1.747 -1.484 2.157  0.044
H 3.815 0.214 1.818  0.064
H -1.034 -2.658 2.654  0.074
H -2.168 -2.646 0.929  0.108
H 2.026 3.387 -1.637  0.042
H -2.654 -0.742 -2.336  0.093
H -2.434 -0.100 0.704  0.093
H -2.064 -2.566 -0.801  0.104
H 3.183 0.571 -0.731  0.054
H 0.474 -1.203 3.770  0.086
H -0.918 4.361 -0.349  0.030
H 0.941 1.095 -0.757  0.014
H -1.145 -0.044 -0.163  0.025
H -1.743 4.555 1.037  0.043
H 4.667 1.106 0.978  0.083
H 1.573 -1.516 -1.609  0.039
H 0.631 -0.821 -0.554  -0.023
H 0.595 -1.204 2.221  0.054

Cartesian forces, eV/Å:
-1.480 -0.656 -0.741
1.565 0.742 -0.216
0.888 0.538 -0.067
0.200 0.120 -0.195
-0.073 1.801 0.042
-1.486 -0.228 1.080
-0.039 -1.443 -0.144
1.458 0.363 0.365
0.308 0.268 0.116
0.123 -0.001 0.033
-0.796 -1.605 0.595
1.011 0.179 -0.114
-0.046 0.279 0.049
0.098 0.306 -0.146
0.253 0.350 -0.262
-0.297 -0.117 -0.316
-0.540 -0.272 0.258
-0.349 -0.167 -0.135
-1.147 -0.083 -0.003
1.269 -0.885 -0.180
0.526 0.292 -0.934
-0.304 -0.875 0.290
0.243 -0.143 -0.290
0.384 0.078 0.617
-0.892 -0.440 0.147
0.044 -0.196 -0.291
-0.105 0.709 0.299
-0.496 0.060 -0.048
-0.351 -0.401 0.755
0.303 0.571 -0.297
-0.816 -0.114 -0.122
0.071 0.524 0.071
0.332 0.414 -0.384
0.141 0.031 0.168

The calculation puts the HOMO energy at -14.244 eV. As for the relative energy (zero: lowest compared OMol25 entry of this formula, charge and spin): 255.2 kJ/mol. Its net charge is +1. The value obtained for the HOMO-LUMO gap is 11.61 eV.